# C6H10S

A structure of composition C6H10S (ωB97M-V/def2-TZVPD, OMol25).

Results
gap between HOMO and LUMO = 9.18 eV
ΔE to the lowest compared entry with this formula, charge and spin = 2.833 eV
calculated total energy = -632.70538 Eh
maximum force = 5.3 eV/Å
net charge = 0

Element x y z (Å)
C  -0.58  0.25  1.34
C  1.00  0.14  1.25
C  1.26  0.43  -0.23
C  0.64  -0.73  -1.04
C  -0.93  -0.41  -1.17
C  -1.05  0.62  -0.07
H  -1.09  -0.80  1.57
H  -0.96  1.26  1.71
H  1.42  -0.78  1.31
H  1.28  0.81  2.15
H  2.18  0.83  -0.57
H  0.88  -0.77  -2.02
H  0.82  -1.66  -0.64
H  -1.33  -0.30  -2.15
H  -1.38  -1.30  -0.74
H  -2.20  0.67  -0.01
S  0.04  1.74  -0.70

Quick look at the Löwdin charges, all values in e: -0.18 -0.18 -0.47 -0.17 -0.24 -0.75 0.16 0.12 0.06 0.14 0.09 0.07 0.08 0.10 0.09 0.15 0.94